{
  "formula": "C30H21CrN3O5PS",
  "method": "wB97M-V/def2-TZVPD",
  "symbols": ["Cr", "O", "N", "O", "C", "C", "C", "C", "C", "C", "N", "C", "C", "N", "C", "C", "C", "C", "H", "H", "H", "H", "H", "H", "H", "O", "S", "O", "O", "C", "C", "C", "C", "C", "C", "P", "C", "C", "C", "C", "C", "C", "C", "C", "C", "C", "C", "C", "H", "H", "H", "H", "H", "H", "H", "H", "H", "H", "H", "H", "H", "H"],
  "positions_angstrom": [[0.40, -0.84, 0.80], [3.29, -6.75, -1.71], [2.56, -6.18, -2.48], [2.23, -6.59, -3.57], [1.99, -4.90, -2.07], [1.41, -4.17, -3.07], [0.75, -2.94, -2.81], [0.09, -2.17, -3.79], [-0.61, -1.05, -3.36], [-0.58, -0.68, -2.03], [0.11, -1.33, -1.07], [0.73, -2.48, -1.48], [1.35, -3.23, -0.45], [1.25, -2.67, 0.78], [1.77, -3.33, 1.81], [2.39, -4.57, 1.66], [2.51, -5.15, 0.41], [1.98, -4.47, -0.71], [1.44, -4.54, -4.08], [0.11, -2.47, -4.82], [-1.18, -0.46, -4.05], [-1.14, 0.19, -1.71], [1.68, -2.86, 2.78], [2.77, -5.08, 2.52], [2.99, -6.10, 0.29], [1.35, -0.18, 4.50], [0.70, 0.16, 3.28], [1.61, 0.37, 2.12], [-0.28, -0.84, 2.78], [-0.25, 1.65, 3.46], [-0.53, 2.23, 4.68], [-1.35, 3.36, 4.73], [-1.88, 3.89, 3.56], [-1.60, 3.30, 2.34], [-0.77, 2.17, 2.28], [-0.42, 1.37, 0.69], [0.65, 2.55, -0.17], [1.16, 2.15, -1.40], [1.99, 2.98, -2.13], [2.35, 4.21, -1.62], [1.89, 4.60, -0.37], [1.04, 3.78, 0.36], [-2.07, 1.46, -0.05], [-2.43, 2.27, -1.12], [-3.70, 2.16, -1.66], [-4.60, 1.25, -1.13], [-4.24, 0.44, -0.06], [-2.97, 0.53, 0.47], [-0.12, 1.80, 5.58], [-1.57, 3.82, 5.68], [-2.52, 4.76, 3.60], [-2.01, 3.70, 1.42], [0.92, 1.16, -1.79], [2.37, 2.65, -3.09], [3.00, 4.86, -2.18], [2.21, 5.54, 0.06], [0.70, 4.10, 1.34], [-1.72, 2.98, -1.53], [-3.98, 2.78, -2.49], [-5.59, 1.18, -1.55], [-4.95, -0.27, 0.34], [-2.66, -0.10, 1.29]],
  "lumo_energy_ev": [-4.21, -4.27],
  "charge": 1,
  "orbital_gap_ev": [6.850, 7.464],
  "spin_multiplicity": 5,
  "fmax_ha_per_bohr": 0.0545,
  "energy_ha": -3480.1015
}


{
  "formula": "C30H21MoN4O8S4",
  "method": "wB97M-V/def2-TZVPD",
  "symbols": ["Mo", "C", "C", "N", "N", "C", "S", "S", "C", "C", "C", "C", "C", "C", "C", "C", "C", "C", "C", "C", "C", "O", "H", "H", "H", "H", "H", "H", "H", "H", "H", "H", "H", "H", "H", "H", "O", "C", "C", "C", "N", "C", "C", "C", "O", "O", "C", "O", "O", "H", "H", "H", "O", "S", "O", "N", "C", "S", "C", "C", "C", "C", "C", "C", "H", "H", "H", "H"],
  "positions_angstrom": [[0.05, -0.39, 0.43], [1.69, 0.48, -3.70], [0.80, 0.55, -2.49], [0.90, -0.36, -1.57], [1.73, -1.43, -1.95], [1.41, -2.53, -1.38], [0.12, -2.78, -0.22], [2.36, -3.94, -1.92], [1.00, -4.78, -2.82], [0.58, -4.03, -4.05], [-0.45, -3.09, -3.98], [-0.79, -2.33, -5.09], [-0.11, -2.49, -6.29], [0.91, -3.43, -6.37], [1.25, -4.19, -5.26], [-0.26, 1.54, -2.42], [-0.28, 2.68, -3.24], [-1.37, 3.51, -3.29], [-2.52, 3.18, -2.56], [-2.53, 2.06, -1.75], [-1.39, 1.26, -1.62], [-1.42, 0.25, -0.78], [1.38, -0.36, -4.33], [2.72, 0.27, -3.39], [1.65, 1.39, -4.28], [0.17, -4.90, -2.12], [1.41, -5.76, -3.07], [-0.98, -2.95, -3.04], [-1.59, -1.60, -5.01], [-0.37, -1.89, -7.15], [1.45, -3.57, -7.30], [2.06, -4.91, -5.32], [0.60, 2.94, -3.81], [-1.36, 4.40, -3.91], [-3.39, 3.81, -2.61], [-3.40, 1.80, -1.16], [1.32, -0.61, 6.51], [1.08, -0.69, 5.19], [2.11, -0.66, 4.25], [1.77, -0.67, 2.92], [0.50, -0.69, 2.52], [-0.47, -0.79, 3.42], [-0.23, -0.82, 4.76], [-1.83, -0.84, 2.76], [-2.85, -0.98, 3.41], [-1.73, -0.69, 1.48], [2.74, -0.66, 1.77], [3.93, -0.77, 1.93], [2.10, -0.56, 0.64], [2.18, -0.21, 6.66], [3.16, -0.59, 4.52], [-1.07, -0.88, 5.45], [1.76, 2.04, 5.49], [1.19, 3.05, 4.63], [1.40, 4.43, 4.97], [1.64, 2.76, 3.06], [0.61, 2.49, 2.31], [0.72, 2.14, 0.63], [-0.71, 2.51, 3.04], [-1.98, 2.36, 2.52], [-3.06, 2.43, 3.40], [-2.86, 2.65, 4.75], [-1.59, 2.84, 5.27], [-0.53, 2.77, 4.38], [-2.12, 2.18, 1.46], [-4.06, 2.28, 3.02], [-3.72, 2.68, 5.42], [-1.42, 3.03, 6.32]],
  "lumo_energy_ev": [2.17, 1.64],
  "charge": -1,
  "orbital_gap_ev": [7.189, 7.578],
  "spin_multiplicity": 3,
  "fmax_ha_per_bohr": 0.0101,
  "energy_ha": -3637.9811
}


{
  "formula": "C30H21N6OS5Sn",
  "method": "wB97M-V/def2-TZVPD",
  "symbols": ["Sn", "S", "C", "C", "C", "C", "N", "C", "C", "C", "S", "C", "N", "H", "H", "S", "N", "C", "C", "C", "C", "C", "N", "C", "C", "N", "C", "C", "C", "C", "C", "N", "H", "H", "H", "H", "H", "H", "O", "S", "C", "C", "C", "C", "H", "H", "H", "H", "H", "H", "H", "H", "S", "C", "C", "C", "C", "C", "C", "H", "H", "H", "H", "H"],
  "positions_angstrom": [[0.41, 0.48, -0.46], [0.61, 2.95, 1.20], [-0.76, 3.92, 0.62], [-0.84, 5.23, 1.09], [-1.91, 6.04, 0.73], [-1.99, 7.38, 1.24], [-2.05, 8.45, 1.67], [-2.89, 5.52, -0.11], [-2.80, 4.22, -0.58], [-1.74, 3.38, -0.22], [-1.80, 1.75, -0.88], [-4.02, 6.33, -0.51], [-4.91, 6.97, -0.83], [-0.07, 5.62, 1.74], [-3.57, 3.84, -1.23], [0.36, -7.14, -3.33], [-0.72, -5.96, -3.46], [-0.22, -4.91, -2.82], [-0.86, -3.62, -2.70], [-2.09, -3.34, -3.29], [-2.63, -2.09, -3.13], [-1.93, -1.14, -2.39], [-0.75, -1.39, -1.82], [-0.21, -2.62, -1.97], [1.10, -2.89, -1.34], [1.65, -1.90, -0.63], [2.84, -2.08, -0.09], [3.56, -3.27, -0.21], [2.99, -4.30, -0.92], [1.74, -4.13, -1.50], [1.05, -5.16, -2.25], [1.49, -6.39, -2.46], [-2.59, -4.11, -3.86], [-3.58, -1.82, -3.58], [-2.33, -0.15, -2.27], [3.24, -1.24, 0.47], [4.53, -3.36, 0.24], [3.50, -5.25, -1.04], [-0.44, -0.68, 1.22], [-1.48, -1.80, 1.42], [-1.59, -1.96, 3.21], [-2.64, -0.96, 3.68], [-3.77, -1.03, 2.65], [-3.10, -0.98, 1.28], [-0.58, -1.78, 3.58], [-1.87, -2.99, 3.42], [-2.21, 0.04, 3.72], [-2.99, -1.22, 4.68], [-4.47, -0.21, 2.76], [-4.32, -1.96, 2.77], [-2.85, 0.03, 0.96], [-3.67, -1.48, 0.49], [1.92, 3.45, -0.35], [3.37, 2.57, 0.16], [3.42, 1.66, 1.21], [4.61, 1.00, 1.50], [5.74, 1.23, 0.73], [5.68, 2.13, -0.33], [4.50, 2.80, -0.62], [2.55, 1.48, 1.84], [4.65, 0.32, 2.33], [6.67, 0.72, 0.95], [6.56, 2.32, -0.94], [4.47, 3.50, -1.44]],
  "lumo_energy_ev": -3.40,
  "charge": 1,
  "orbital_gap_ev": 7.368,
  "fmax_ha_per_bohr": 0.0075,
  "energy_ha": -3764.6922
}


{
  "formula": "C30H22AsIrN2S4Sb",
  "method": "wB97M-V/def2-TZVPD",
  "symbols": ["Ir", "C", "C", "C", "C", "C", "C", "N", "N", "C", "C", "C", "C", "C", "C", "H", "H", "H", "H", "H", "H", "H", "H", "H", "S", "Sb", "S", "S", "S", "C", "C", "C", "C", "C", "C", "As", "C", "C", "C", "C", "C", "C", "C", "C", "C", "C", "C", "C", "H", "H", "H", "H", "H", "H", "H", "H", "H", "H", "H", "H", "H"],
  "positions_angstrom": [[-0.08, -0.05, -0.18], [5.42, 1.10, 0.56], [5.29, -0.11, -0.11], [4.08, -0.78, -0.11], [2.98, -0.26, 0.56], [3.10, 0.97, 1.22], [4.31, 1.63, 1.21], [1.74, -0.96, 0.54], [0.89, -0.50, 1.54], [-0.23, -1.34, 1.62], [-1.30, -1.00, 2.48], [-2.47, -1.70, 2.40], [-2.61, -2.76, 1.47], [-1.58, -3.11, 0.64], [-0.37, -2.39, 0.70], [6.36, 1.63, 0.55], [6.14, -0.53, -0.64], [4.00, -1.72, -0.64], [2.24, 1.40, 1.70], [4.39, 2.59, 1.71], [-1.19, -0.13, 3.12], [-3.30, -1.42, 3.03], [-3.56, -3.28, 1.40], [-1.69, -3.92, -0.06], [-1.39, 3.24, 1.63], [-1.28, 2.94, -0.62], [0.77, 1.78, -1.22], [-2.13, 0.64, -0.86], [-1.58, 4.67, -2.02], [4.43, -4.56, 3.04], [4.77, -4.51, 1.70], [3.85, -4.05, 0.77], [2.60, -3.63, 1.19], [2.25, -3.68, 2.53], [3.17, -4.15, 3.46], [1.27, -3.00, -0.07], [1.78, -2.71, -1.91], [2.11, -1.50, -2.51], [2.37, -1.48, -3.87], [2.31, -2.65, -4.62], [1.96, -3.85, -4.02], [1.67, -3.89, -2.66], [1.17, -5.08, -1.94], [1.06, -6.36, -2.47], [0.55, -7.39, -1.69], [0.16, -7.15, -0.38], [0.28, -5.87, 0.16], [0.78, -4.84, -0.63], [5.15, -4.91, 3.77], [5.75, -4.82, 1.37], [4.12, -4.03, -0.28], [1.27, -3.35, 2.86], [2.91, -4.18, 4.51], [2.13, -0.58, -1.95], [2.61, -0.53, -4.35], [2.52, -2.62, -5.68], [1.88, -4.75, -4.62], [1.38, -6.56, -3.49], [0.47, -8.38, -2.11], [-0.24, -7.95, 0.22], [-0.01, -5.69, 1.18]],
  "lumo_energy_ev": 1.85,
  "charge": -1,
  "orbital_gap_ev": 6.003,
  "fmax_ha_per_bohr": 0.0134,
  "energy_ha": -5439.0962
}


{
  "formula": "C30H22BrN2O3PS2V",
  "method": "wB97M-V/def2-TZVPD",
  "symbols": ["V", "C", "C", "C", "C", "C", "C", "P", "C", "C", "C", "C", "C", "C", "C", "C", "C", "C", "C", "C", "H", "H", "H", "H", "H", "H", "H", "H", "H", "H", "H", "H", "H", "H", "O", "C", "C", "C", "N", "C", "Br", "C", "H", "H", "H", "H", "O", "S", "O", "N", "C", "S", "C", "C", "C", "C", "C", "C", "H", "H", "H", "H"],
  "positions_angstrom": [[0.73, 0.55, -0.01], [-3.02, -3.54, 1.58], [-3.21, -2.33, 2.23], [-2.86, -1.15, 1.60], [-2.31, -1.20, 0.31], [-2.10, -2.42, -0.34], [-2.49, -3.58, 0.30], [-1.69, 0.35, -0.35], [-2.86, 1.71, -0.45], [-4.19, 1.49, -0.07], [-5.13, 2.47, -0.31], [-4.75, 3.68, -0.89], [-3.42, 3.91, -1.25], [-2.47, 2.93, -1.04], [-0.83, 0.40, -1.95], [-1.35, 0.07, -3.21], [-0.72, 0.58, -4.33], [0.41, 1.38, -4.22], [0.96, 1.66, -2.96], [0.34, 1.16, -1.84], [-3.30, -4.46, 2.08], [-3.60, -2.30, 3.24], [-2.99, -0.20, 2.09], [-1.66, -2.45, -1.33], [-2.37, -4.53, -0.20], [-4.48, 0.56, 0.38], [-6.16, 2.30, -0.05], [-5.49, 4.45, -1.05], [-3.14, 4.85, -1.69], [-1.44, 3.10, -1.33], [-2.26, -0.51, -3.30], [-1.13, 0.40, -5.31], [0.88, 1.79, -5.10], [1.84, 2.29, -2.91], [5.06, 4.43, 1.35], [4.20, 3.57, 0.90], [4.50, 2.45, 0.09], [3.49, 1.62, -0.33], [2.21, 1.82, 0.01], [1.94, 2.85, 0.81], [0.09, 2.84, 1.28], [2.84, 3.75, 1.27], [5.99, 4.30, 1.08], [5.52, 2.25, -0.21], [3.69, 0.77, -0.97], [2.57, 4.59, 1.90], [-0.29, -1.07, 2.72], [0.94, -1.13, 2.00], [1.72, 0.10, 1.96], [0.66, -1.23, 0.34], [1.58, -2.04, -0.19], [2.14, -1.59, -1.69], [2.11, -3.02, 0.74], [2.79, -4.20, 0.46], [3.21, -4.99, 1.52], [2.99, -4.60, 2.84], [2.31, -3.41, 3.13], [1.88, -2.65, 2.08], [2.94, -4.51, -0.57], [3.73, -5.92, 1.32], [3.32, -5.23, 3.64], [2.14, -3.11, 4.16]],
  "lumo_energy_ev": [-11.26, -11.27],
  "charge": 3,
  "orbital_gap_ev": [5.983, 5.976],
  "fmax_ha_per_bohr": 0.0578,
  "energy_ha": -6146.3029
}


{
  "formula": "C30H22Cl2N3O2PPdS2",
  "method": "wB97M-V/def2-TZVPD",
  "symbols": ["Pd", "C", "C", "C", "C", "C", "C", "N", "N", "C", "C", "C", "C", "C", "N", "H", "H", "H", "H", "H", "H", "H", "H", "H", "Cl", "C", "C", "C", "Cl", "C", "O", "C", "C", "O", "C", "H", "H", "H", "S", "P", "S", "C", "C", "C", "C", "C", "C", "C", "C", "C", "C", "C", "C", "H", "H", "H", "H", "H", "H", "H", "H", "H", "H"],
  "positions_angstrom": [[0.42, 0.28, 0.26], [1.51, 2.65, 4.88], [0.98, 1.43, 5.30], [0.45, 0.54, 4.40], [0.45, 0.85, 3.03], [0.99, 2.08, 2.60], [1.50, 2.97, 3.53], [-0.06, 0.00, 2.10], [-0.75, -1.05, 2.43], [-1.25, -1.81, 1.47], [-2.07, -2.92, 1.80], [-2.62, -3.68, 0.80], [-2.37, -3.35, -0.53], [-1.55, -2.27, -0.80], [-1.01, -1.53, 0.16], [1.92, 3.35, 5.59], [0.99, 1.19, 6.36], [0.03, -0.40, 4.71], [0.99, 2.34, 1.54], [1.90, 3.91, 3.19], [-2.22, -3.14, 2.85], [-3.24, -4.52, 1.04], [-2.79, -3.92, -1.34], [-1.30, -1.99, -1.81], [-2.60, 3.15, -5.72], [-1.69, 2.32, -4.51], [-0.81, 1.30, -4.90], [-0.04, 0.69, -3.96], [1.06, -0.57, -4.39], [-0.09, 1.02, -2.55], [0.73, 0.50, -1.75], [-1.12, 1.97, -2.19], [-1.50, 2.23, -0.85], [-1.16, 1.64, 0.18], [-1.85, 2.65, -3.20], [-0.74, 1.02, -5.94], [-2.24, 3.03, -0.72], [-2.56, 3.40, -2.89], [3.83, 0.42, -1.92], [4.02, -0.15, -0.05], [2.36, -0.87, 0.89], [4.87, 1.11, 0.96], [6.13, 1.46, 0.50], [6.92, 2.33, 1.23], [6.43, 2.86, 2.42], [5.17, 2.51, 2.88], [4.38, 1.63, 2.15], [5.09, -1.61, 0.21], [5.67, -1.82, 1.46], [6.30, -3.03, 1.72], [6.33, -4.02, 0.75], [5.75, -3.81, -0.49], [5.12, -2.60, -0.76], [6.48, 1.03, -0.43], [7.90, 2.58, 0.88], [7.05, 3.54, 3.00], [4.80, 2.92, 3.81], [3.41, 1.32, 2.52], [5.62, -1.05, 2.21], [6.74, -3.20, 2.69], [6.80, -4.97, 0.97], [5.75, -4.58, -1.24], [4.65, -2.42, -1.71]],
  "lumo_energy_ev": [-1.11, -2.45],
  "charge": 0,
  "orbital_gap_ev": [6.077, 5.355],
  "spin_multiplicity": 3,
  "fmax_ha_per_bohr": 0.0375,
  "energy_ha": -3657.1364
}


{
  "formula": "C30H22N2O5SSe4Ti",
  "method": "wB97M-V/def2-TZVPD",
  "symbols": ["Ti", "O", "C", "O", "C", "C", "C", "C", "C", "N", "C", "O", "O", "H", "H", "H", "H", "C", "C", "C", "C", "N", "C", "C", "C", "C", "C", "C", "C", "H", "H", "H", "H", "H", "H", "H", "H", "Se", "Se", "Se", "Se", "O", "S", "C", "C", "C", "C", "C", "C", "C", "C", "C", "C", "C", "C", "H", "H", "H", "H", "H", "H", "H", "H", "H", "H"],
  "positions_angstrom": [[-0.17, 2.04, 0.27], [-3.08, -0.45, 1.69], [-2.40, 0.42, 0.95], [-1.14, 0.66, 1.24], [-2.82, 1.01, -0.19], [-4.07, 0.81, -0.92], [-4.19, 1.30, -2.16], [-3.02, 1.92, -2.82], [-1.88, 2.11, -2.12], [-1.83, 1.74, -0.80], [-0.48, 2.30, -2.65], [-0.18, 2.22, -3.84], [0.34, 2.34, -1.71], [-2.56, -0.53, 2.50], [-4.87, 0.24, -0.54], [-5.11, 1.24, -2.75], [-3.02, 2.27, -3.85], [1.95, 6.01, -0.51], [3.29, 5.61, -0.62], [3.61, 4.29, -0.36], [2.62, 3.43, 0.14], [1.36, 3.79, 0.10], [1.04, 5.04, -0.22], [2.93, 2.07, 0.64], [4.24, 1.63, 0.84], [4.55, 0.38, 1.32], [3.46, -0.40, 1.71], [2.16, 0.00, 1.47], [1.86, 1.22, 0.84], [1.64, 6.98, -0.80], [4.09, 6.27, -0.96], [4.64, 3.98, -0.39], [-0.04, 5.27, -0.34], [4.99, 2.35, 0.55], [5.60, 0.08, 1.47], [3.64, -1.37, 2.13], [1.32, -0.65, 1.71], [-0.98, 2.25, 4.13], [-2.60, 3.67, 5.01], [-1.46, 5.56, 5.45], [-0.01, 3.49, 2.37], [-2.03, -3.40, 2.34], [-0.79, -2.98, 1.62], [0.10, -4.43, 1.05], [-0.51, -5.67, 1.22], [0.14, -6.73, 0.65], [1.33, -6.60, -0.02], [1.95, -5.35, -0.10], [1.32, -4.25, 0.44], [-1.29, -2.61, -0.08], [-0.41, -1.90, -0.92], [-0.84, -1.54, -2.22], [-2.12, -1.93, -2.60], [-2.94, -2.66, -1.74], [-2.56, -2.93, -0.45], [-1.47, -5.75, 1.72], [-0.33, -7.70, 0.72], [1.89, -7.41, -0.45], [2.89, -5.23, -0.59], [1.72, -3.26, 0.31], [0.57, -1.56, -0.58], [-0.24, -0.94, -2.88], [-2.58, -1.55, -3.54], [-3.95, -2.88, -2.10], [-3.30, -3.33, 0.26]],
  "lumo_energy_ev": [2.30, 0.61],
  "charge": -1,
  "orbital_gap_ev": [5.586, 3.883],
  "spin_multiplicity": 2,
  "fmax_ha_per_bohr": 0.0596,
  "energy_ha": -12495.6496
}